This record from the OMol25 dataset describes a molecular structure, C21H19Cl3FLiN2O7. The level of theory is ωB97M-V/def2-TZVPD.

Geometry as XYZ:
```
54
Properties=species:S:1:pos:R:3:forces:R:3
C 1.20252 3.23517 1.82724 0.004 -0.002 0.005
C 0.36467 -2.16169 -0.18850 -0.028 -0.120 0.104
H -0.69045 0.18034 -5.43273 -0.002 -0.001 -0.001
C 0.20847 0.76665 -1.59195 -0.007 0.034 -0.002
C -1.13668 -2.45101 -0.40021 -0.004 -0.002 -0.006
H 0.11396 0.63106 -0.51714 -0.003 -0.015 -0.004
C -0.64284 2.92452 0.31317 0.012 0.011 0.016
H 0.62774 0.71805 -4.37870 -0.001 0.000 -0.001
H -2.01838 1.51979 0.61068 0.032 0.000 0.000
C -3.50537 2.06307 -3.34464 0.005 0.005 0.008
O -1.72471 -3.37855 0.50541 -0.010 0.005 -0.019
O 1.14929 -2.41436 -1.11969 -0.016 0.008 -0.028
H 2.53513 4.87157 1.41218 0.001 0.000 -0.001
C 4.35674 -3.70555 2.12780 -0.009 0.061 0.012
Li 1.25234 -1.01557 2.57775 -0.029 -0.091 0.073
C -2.02165 1.95711 -1.44593 0.013 0.023 0.017
O 0.29202 -4.48971 2.08929 0.012 0.005 -0.012
C -1.34881 0.99466 -3.55557 -0.007 -0.013 0.003
C -2.55844 1.39980 -4.11009 -0.001 -0.001 -0.010
F 2.29237 -2.17819 3.59720 -0.018 0.040 -0.009
O -1.46688 0.82626 2.12078 -0.005 -0.003 -0.032
Cl 3.22561 -3.27964 0.88106 0.010 -0.019 0.032
H -2.45565 -3.51738 2.38036 0.005 0.007 0.010
C -3.23008 2.34472 -2.01711 -0.003 0.009 -0.012
C 1.64704 4.33299 1.10375 -0.001 0.002 -0.005
H 1.74790 2.87329 2.68965 -0.001 -0.002 -0.002
N -1.79993 2.25740 -0.07453 -0.037 -0.013 -0.008
N 3.42214 -5.11033 4.11342 0.007 0.023 0.009
H -1.66267 -1.48600 -0.33226 -0.007 0.001 0.002
C 0.07157 2.51977 1.45743 -0.022 -0.022 -0.022
H 1.02238 1.48035 -1.75776 -0.002 -0.005 0.011
O 0.62176 0.75394 2.92935 0.056 0.022 -0.050
H -0.21076 -0.77640 -4.02094 0.006 0.003 -0.003
C -1.61782 -3.03215 1.86698 0.012 0.000 -0.009
O 0.64785 -1.64617 0.92516 0.084 0.140 -0.085
C -0.32763 -3.54013 2.50711 -0.022 -0.003 0.019
C -1.07156 1.25821 -2.20720 -0.006 -0.029 -0.009
H -3.93903 2.87458 -1.39332 -0.002 0.000 0.000
C 3.74890 -4.42086 3.25735 -0.011 -0.040 -0.034
H 1.29779 5.54726 -0.63694 0.001 0.000 -0.001
C -0.17383 4.01058 -0.43585 -0.001 -0.005 0.006
H -0.71387 4.29832 -1.33081 0.000 0.000 -0.001
O -0.01453 -2.83875 3.58745 -0.018 -0.038 0.002
H -2.76186 1.17793 -5.15270 0.000 0.001 0.000
H -1.28638 -2.87902 -1.39011 0.009 0.002 -0.003
H -1.68223 -1.95223 2.02276 -0.001 -0.002 0.001
C -0.35353 0.23932 -4.39670 -0.001 0.000 0.004
C 0.95549 4.70690 -0.04217 0.000 0.003 0.000
H 1.02040 -2.79232 3.72204 0.003 0.013 -0.012
H -4.44983 2.36409 -3.78311 0.000 0.001 0.000
Cl 5.60091 -4.84619 1.45905 0.016 -0.013 -0.009
C -0.29732 1.25540 2.23696 -0.020 0.025 0.079
Cl 5.22346 -2.27723 2.73860 -0.006 -0.017 -0.005
H 0.51424 -0.19366 -2.00331 0.016 0.012 -0.018
```
Forces are in eV/Å.

Multiplicity: 1
HOMO, eV: -2.9
Orbital gap, hartree: 0.27019
ΔE to the lowest compared entry with this formula, charge and spin, eV: 0.000
Net charge: -2

***

This record from the OMol25 dataset describes a single C8H12N2O molecule. The level of theory is ωB97M-V/def2-TZVPD.

Geometry as XYZ:
```
23
Properties=species:S:1:pos:R:3:forces:R:3
C 1.68022 -0.85110 -0.04555 -0.815 2.246 -0.526
C -0.05074 -0.63378 1.57293 2.598 -0.197 0.701
H 1.17584 -0.47863 -2.37618 -0.831 -0.490 0.069
N 1.86345 2.47737 0.62872 -0.502 -0.249 -0.400
C 0.64017 0.46232 -0.48961 3.086 -1.525 -0.280
H -2.06192 -0.40891 -1.09898 0.616 -0.254 -1.461
H -2.10039 -1.48621 0.11035 0.811 -0.136 0.092
C -1.34070 -0.98506 -0.52927 -0.831 -0.059 1.816
H -2.40739 0.77432 1.31477 0.907 0.781 -0.567
C -1.52878 1.23723 0.77480 0.998 -2.291 0.772
H -0.64215 -1.74979 -0.93290 -0.945 0.663 -0.480
H -0.71533 -1.44994 1.81644 -0.333 0.128 0.658
O 2.61946 -1.27420 -0.65215 0.256 0.010 -0.558
C 0.68302 0.43129 -2.03383 0.103 -0.135 0.702
H 1.36332 1.12069 -2.48538 0.247 1.164 0.251
H -1.01140 2.01063 1.35710 -0.115 -0.517 0.152
C -0.55902 0.04480 0.30972 -2.232 1.159 1.112
H 1.67065 -1.93457 1.61323 0.752 -1.270 0.892
N 1.21044 -1.23002 1.12309 -1.113 0.139 -0.139
H -1.79261 1.68278 -0.12466 -1.192 1.045 -1.578
H 0.33296 -0.02896 2.45756 -1.643 -0.129 -0.950
C 1.27559 1.64758 0.08147 0.700 0.126 0.477
H -0.30468 0.62215 -2.39163 -0.520 -0.209 -0.754
```
Forces are in eV/Å.

Multiplicity: 1
HOMO, eV: -9.7
Orbital gap, hartree: 0.37674
SMILES: CC1(C)CNC(=O)[C@]1(C)C#N
ΔE to the lowest compared entry with this formula, charge and spin, eV: 0.950

***

This record from the OMol25 dataset describes a molecular structure, C12H34CdN2O9Pb. The level of theory is ωB97M-V/def2-TZVPD.

Geometry as XYZ:
```
59
Properties=species:S:1:pos:R:3:forces:R:3
H -2.26383 -0.22668 7.03365 -0.438 -1.064 -0.040
H 2.71932 0.88505 0.58562 0.002 -0.639 -0.143
H 1.79048 -4.00018 2.05265 -0.061 0.330 -0.107
C 2.81499 2.65063 -0.23406 -0.269 0.355 -0.331
H -2.24332 1.35248 -4.98122 -0.247 -0.177 0.539
H 2.78047 3.01616 0.79975 0.128 0.285 -0.082
H 4.63132 3.66815 -0.52879 0.036 0.073 -0.425
H 0.38492 -1.90780 -0.00458 0.279 0.146 0.152
O -1.55077 -0.30230 -3.76704 -0.567 0.838 0.347
O 1.55838 -0.24884 -3.13214 -1.478 -0.933 -0.893
H -3.72447 -1.38891 -2.44869 0.333 0.503 -1.002
C -1.42625 -0.53048 6.40200 0.503 0.683 0.302
H 4.81314 2.10508 0.09634 0.110 -0.424 -0.356
C -2.93522 -0.84510 -1.93027 -0.402 -0.028 2.874
O 2.64630 -2.58425 -1.90842 -1.327 -1.790 -1.358
H -2.95112 0.26979 -0.04907 -0.271 0.623 -0.279
H 2.92111 -1.67510 1.13197 0.149 0.021 0.103
H -2.85748 1.05810 -3.03644 -0.662 -0.313 0.270
H 2.53240 4.48421 -1.29017 -0.074 0.221 0.204
H 2.64299 -3.05200 -1.06550 0.300 -0.138 -0.088
H 0.15183 5.11391 -1.86367 -0.292 0.340 0.027
H 1.30375 1.44793 0.14123 -0.218 -0.373 -0.314
Cd 2.41561 -0.66044 -1.14092 1.187 0.749 -1.597
O -0.55277 -2.05756 4.73074 0.622 0.946 -0.009
H -1.52378 -0.01759 -5.81419 -0.192 -0.245 0.156
H -3.85403 -1.15106 0.01660 -0.263 -0.199 -0.271
C 1.95220 3.58662 -1.04238 0.150 0.374 -0.738
H -2.65946 -2.64057 -1.12606 0.275 -0.278 0.094
H 0.55764 -5.16874 2.26768 -0.599 0.092 0.577
C -1.74589 -1.46363 5.26230 -0.897 -1.054 0.330
C -2.20665 0.28766 -2.61525 -0.604 -0.380 -1.523
H 1.70823 3.15032 -2.02063 -0.119 -0.332 0.041
C 4.25752 2.65011 -0.67087 0.622 0.499 1.079
O 0.44093 -1.15724 -0.61011 -2.566 -1.077 -0.258
N -2.02899 -1.90720 -1.42751 -0.149 -0.177 -0.881
C -0.28780 4.44754 -1.11791 1.941 -1.165 -0.315
O -1.65393 -2.94040 2.96460 0.610 0.034 0.004
H -4.59198 0.12386 -0.94347 0.175 0.598 0.443
H -0.69137 -1.09722 6.97482 0.018 0.497 0.436
Pb 0.06386 -2.28789 -2.85805 2.883 1.600 1.013
H -0.49282 1.02382 -4.90597 -0.086 0.344 -0.008
H -1.07936 0.49028 6.21998 0.725 -0.383 -0.869
O 0.78816 3.90976 -0.32211 -0.556 0.459 0.654
C -3.63783 -0.32073 -0.65838 -0.142 -0.284 -0.183
H 4.51388 2.28436 -1.66280 -0.341 -0.087 -0.030
H 0.12201 -3.61573 1.49338 0.077 -0.185 -0.135
H -2.40371 -1.10933 4.47113 0.188 0.173 -0.019
H -0.63420 3.55767 -1.64985 -0.917 0.348 -0.171
H -2.19294 -2.34477 5.73317 -0.752 0.289 -0.090
C 0.72544 -4.09172 2.26326 0.666 0.197 -0.529
H -1.00775 4.95571 -0.48700 -0.055 -0.210 0.029
N 2.24558 1.30192 -0.22348 -0.132 1.760 1.703
O 3.46723 -1.17954 0.51439 0.957 -0.191 1.959
H 0.95189 0.48359 -3.29035 0.168 0.076 0.127
H -1.59376 0.88720 -1.93608 0.749 -0.695 0.059
O 0.51677 -3.39460 3.49227 0.307 -0.685 -0.407
H -1.48369 -1.58888 -0.62627 0.037 0.266 -0.093
C -0.65551 -2.80740 3.64010 -0.942 0.161 0.469
C -1.48765 0.57198 -4.89794 1.424 -0.373 -0.449
```
Forces are in eV/Å.

Multiplicity: 1
HOMO, eV: -7.0
Orbital gap, hartree: 0.25881

***

This record from the OMol25 dataset describes a single C6H10 molecule. The level of theory is ωB97M-V/def2-TZVPD.

Geometry as XYZ:
```
16
Properties=species:S:1:pos:R:3:forces:R:3
H -2.06231 -1.14650 -0.77188 0.069 0.112 0.125
C -1.52232 0.88369 -0.12392 -0.038 0.014 -0.027
C -0.08720 -1.12231 0.17145 0.019 -0.047 0.019
H -2.02386 1.41967 0.69238 0.066 -0.107 -0.087
H -2.02928 1.19447 -1.04587 0.064 -0.041 0.104
H 0.13096 -1.59025 1.14140 -0.003 0.075 -0.126
H 2.66142 1.08194 -0.18310 -0.088 -0.141 0.030
H 2.60136 -0.58996 -0.77937 -0.074 0.098 0.107
H 0.16904 -1.87098 -0.59101 -0.040 0.114 0.103
C 0.72793 0.13727 -0.01427 -0.099 0.130 -0.025
C 2.22489 0.09385 -0.00740 0.047 0.018 0.006
H -2.12177 -0.92422 0.96798 0.073 0.026 -0.122
C -1.56054 -0.65628 0.06847 -0.059 -0.047 0.009
H 0.31264 2.22005 -0.31607 0.003 -0.145 0.025
H 2.59885 -0.28002 0.95447 -0.056 0.045 -0.129
C -0.05211 1.20611 -0.16848 0.117 -0.104 -0.014
```
Forces are in eV/Å.

Multiplicity: 1
HOMO, eV: -8.7
Orbital gap, hartree: 0.36340
SMILES: CC1=CCCC1
ΔE to the lowest compared entry with this formula, charge and spin, eV: 0.012